1.
C29H46FeGeNO4S as an isolated structure, computed with ωB97M-V/def2-TZVPD.

Each line ends with the Mulliken charge.
CARTESIAN COORDINATES (ANGSTROEM)
H 1.03 1.18 1.62  -0.329
H 2.21 -4.37 0.17  0.627
H -2.85 -0.36 -2.12  0.401
H 4.22 5.74 0.55  0.315
N 2.24 -1.15 -1.11  0.235
H -1.57 2.35 5.96  0.328
H -3.14 1.73 6.47  0.404
C 2.45 -1.42 1.28  0.768
H -1.27 -4.31 1.84  0.436
H -3.35 1.06 0.21  -0.295
H 1.45 -4.42 -3.36  0.473
H -3.26 -0.86 0.22  0.457
C 1.20 -4.35 0.55  -2.345
O 3.02 -1.54 2.33  -0.668
C 2.91 1.55 -1.36  0.089
S 2.05 0.15 -1.96  1.734
H 4.23 4.40 -2.60  0.356
H 2.89 1.02 0.74  0.528
H 1.98 -5.01 -1.79  0.458
O 0.56 0.32 -1.69  -0.507
C 0.28 -3.56 -0.34  1.020
H -4.51 1.45 -2.00  0.284
H -3.40 0.54 4.29  0.349
H -1.57 -0.28 -3.32  0.459
O 2.36 0.05 -3.36  -0.831
H -2.10 -2.76 2.01  0.600
H -2.05 2.12 2.91  0.333
H 4.03 3.05 1.45  0.459
C -2.05 2.28 -0.98  -0.183
H -0.59 1.58 3.73  0.449
C 0.19 -2.18 -3.89  -2.075
Fe 0.39 -1.36 -0.61  0.757
H -1.94 0.01 5.11  0.342
H 5.24 5.73 -0.90  0.367
H 3.64 -2.42 -0.19  0.272
C 1.71 -4.12 -2.35  -2.502
C -2.19 -0.96 -2.74  -2.079
Ge -0.28 0.71 0.99  0.881
C 0.56 -3.40 -1.71  1.562
H 3.11 2.34 -3.34  0.556
C -0.83 2.25 -0.07  -0.889
C 3.17 1.75 0.00  0.133
H -2.80 -1.54 -3.44  0.296
H -1.00 -0.77 2.89  0.628
H -2.09 3.26 -1.46  0.589
H 4.03 -0.73 -0.01  0.537
C -0.20 -2.48 -2.47  1.144
H -0.95 2.98 0.74  0.677
O 1.14 -1.25 1.18  -1.728
H 1.24 -2.39 -4.08  0.626
H -0.36 -2.87 2.27  0.321
H -5.50 1.98 -0.64  0.382
H -4.63 3.16 -1.61  0.400
H -3.50 -2.55 0.61  0.459
C 3.20 -1.43 -0.06  -1.024
C -4.57 2.16 -1.18  -1.533
C 3.30 2.51 -2.29  -0.900
H -0.41 -2.79 -4.58  0.320
C -1.58 1.25 3.40  -0.956
C -3.16 -1.87 -0.16  -2.068
C -1.75 -2.21 -0.60  0.140
H 2.58 -3.46 -2.41  0.427
H -1.92 1.56 -1.79  -0.180
H -3.84 -1.97 -1.00  0.454
C -1.19 -3.24 1.67  -2.430
C -1.35 -1.88 -1.92  1.270
C -1.46 0.09 2.41  -0.632
C 3.93 3.66 -1.87  -0.964
C 4.90 5.13 -0.06  -1.417
H 5.76 4.88 0.57  0.362
C 4.20 3.88 -0.52  1.035
C -3.37 2.04 -0.26  0.278
H 1.23 -3.94 1.56  0.402
C 3.82 2.91 0.40  -1.471
C -2.41 0.87 4.62  -0.434
H 0.85 -5.39 0.63  0.348
H 0.03 -1.14 -4.14  0.409
H -3.04 2.88 5.14  0.318
C -0.90 -2.98 0.22  1.431
H 0.07 2.54 -0.61  0.266
C -2.55 2.02 5.61  -1.353
H -3.46 2.76 0.56  0.509
H -2.44 -0.20 2.04  0.330

Results
* HOMO energy (spin up / spin down): -11.853 / -11.852 eV
* charge: +1
* LUMO energy (spin up / spin down): -3.30 / -3.30 eV
* Kohn-Sham gap (spin up / spin down): 8.55 / 8.55 eV

2.
C5H8O2 in the gas phase, computed with ωB97M-V/def2-TZVPD.

Each line ends with the Mulliken charge.
CARTESIAN COORDINATES (ANGSTROEM)
H 2.58 -0.35 0.17  0.321
H -0.61 2.11 -1.00  0.368
C -0.48 0.39 -0.13  1.206
H -1.90 -0.99 -1.06  0.335
H 0.19 -0.18 1.96  0.308
O -1.14 1.59 -0.36  -0.588
C -1.50 -0.74 -0.07  -1.451
H 1.31 -1.61 0.16  0.248
O 1.09 0.68 -2.03  -0.574
C 1.51 -0.53 0.12  -0.557
C 0.56 0.29 1.04  -0.870
H -1.07 -1.65 0.38  0.334
H -2.33 -0.41 0.56  0.385
H 0.97 1.27 1.26  0.283
C 0.75 0.14 -1.01  0.250

Results
* HOMO energy: -9.703 eV
* charge: 0
* LUMO energy: 0.92 eV
* Kohn-Sham gap: 10.62 eV
* structure (SMILES): C[C@@]1(O)CCC1=O

3.
A 4-piece molecular cluster, C39H62F11INO10P2 overall, computed with ωB97M-V/def2-TZVPD.

Each line ends with the Mulliken charge.
CARTESIAN COORDINATES (ANGSTROEM)
H 1.62 0.71 -4.40  -0.160
C -0.75 0.53 -4.15  0.658
H 2.80 -1.13 -2.04  0.414
C 3.36 0.76 -7.17  0.469
N 0.79 0.24 -1.65  0.436
H -0.86 -1.73 -5.73  0.361
O -0.65 0.70 8.26  -0.597
C -1.76 3.66 -5.06  -0.782
H -4.45 -1.07 2.40  0.303
C -0.04 -2.25 -1.28  0.097
H -2.42 -3.40 -5.23  0.385
C -2.06 -6.11 -2.82  -0.612
F -1.94 0.49 -5.09  -0.482
H 1.24 0.14 -0.69  0.829
H 2.17 -4.85 5.14  0.281
H -0.53 0.25 0.59  -1.608
H 0.00 2.38 10.29  0.291
H 1.52 0.76 -2.22  0.833
H -0.26 1.31 -7.04  0.358
F 2.23 3.03 -6.59  -0.303
C 5.21 1.95 -5.49  0.620
F 3.29 -0.37 -6.18  -0.211
O 2.32 -3.04 4.17  -0.302
H -1.46 -5.60 -5.32  0.339
H -3.14 1.47 0.89  0.385
P -1.63 3.25 -3.21  0.414
H 5.11 -2.34 5.53  0.294
F 4.12 1.90 -4.50  -0.200
C -0.59 -1.02 -3.54  -0.239
H 0.54 -2.65 -4.88  0.257
H -5.78 -2.69 5.68  0.370
F 4.83 2.81 -7.93  -0.250
H 2.75 -4.94 3.46  0.294
H -1.32 2.87 -5.80  0.071
C -0.24 1.85 8.22  0.473
H 3.89 -3.03 6.65  0.283
H -3.38 -0.18 3.53  -0.471
H 3.09 -3.49 -3.51  0.271
C -0.97 4.97 1.91  0.234
C 2.21 -3.24 -2.74  -0.058
H 4.58 -5.03 5.46  0.331
H 0.78 -0.27 -6.68  0.263
C 0.39 4.00 8.91  -0.512
H -0.55 4.43 9.29  0.271
P -1.21 2.33 2.26  1.013
H 1.21 4.62 9.26  0.324
C 0.52 -1.08 -2.34  0.361
H -2.15 -3.30 -3.37  0.226
H 0.66 2.30 -4.70  0.345
H -2.32 2.87 -0.07  -0.227
H 4.89 -4.09 3.99  0.265
H 1.29 -3.87 -3.11  0.063
O -0.35 2.67 7.14  -0.231
H -6.13 -2.89 3.95  0.247
H -4.78 -0.56 5.37  0.272
C 3.07 -2.16 4.89  0.543
F 5.85 0.68 -7.56  -0.266
O -1.93 1.20 3.43  -0.647
C -0.38 1.17 -1.49  -1.378
H -2.92 3.75 -5.33  0.390
C -3.36 -2.32 3.72  0.437
O 2.84 -0.97 4.98  -0.666
C -1.29 0.72 -0.20  1.450
H -2.50 -6.87 -3.63  0.282
C 0.64 5.28 2.12  -0.720
H 0.00 -0.58 2.70  -0.455
C 0.32 3.90 7.40  -0.428
H -1.87 -6.77 -1.85  0.232
H -2.10 -0.07 -0.56  0.355
H -4.08 2.65 -2.46  0.274
H -6.04 -0.47 4.13  0.367
I 0.56 3.17 -1.09  0.099
H 1.00 -0.65 4.29  0.099
C -1.29 1.41 -2.84  -0.422
H -0.67 -1.63 4.18  0.298
O -0.74 -5.58 -3.24  -0.311
H 1.30 4.44 1.61  0.086
O -4.16 -3.13 4.48  -0.393
O 0.35 2.08 2.23  -0.630
C 0.36 -2.36 0.15  -0.889
H -3.38 4.23 -1.51  0.264
H 2.35 -1.27 -3.86  -0.156
H 0.19 -3.34 0.78  0.302
F 6.28 0.96 -5.10  -0.228
C -4.06 -1.03 3.41  0.778
O -1.51 3.95 2.82  -0.461
H 0.84 -1.45 0.75  -0.126
H -2.83 -5.28 -2.53  0.249
C 0.61 1.12 -4.83  -0.363
H 1.52 2.21 9.35  0.265
H -0.78 -3.09 -1.69  -0.118
F 2.75 -3.74 -1.41  -0.343
O -2.25 -2.64 3.32  -0.546
C 2.02 -1.62 -2.80  -0.221
H 0.98 5.32 3.25  0.229
H -1.64 -1.19 -2.99  0.688
H -1.51 0.39 5.36  0.274
C 2.80 -4.36 4.39  -0.425
H -0.18 1.58 4.75  0.191
H 0.23 -4.84 -5.00  0.313
H -3.91 4.36 -3.31  0.419
C -0.91 0.73 4.38  -0.448
C -0.50 -2.17 -4.68  -0.804
H -1.53 5.99 2.19  0.283
C -2.08 1.92 0.57  -0.288
F 1.64 1.90 -8.61  -0.320
C 0.70 0.88 -6.48  -0.865
H 0.99 6.30 1.60  0.297
H -2.35 0.93 -2.59  0.477
H 1.32 3.86 6.95  0.254
C -0.11 -0.64 3.88  0.311
H -1.31 4.74 -5.29  0.335
C -1.58 -3.42 -4.38  -0.352
C 0.49 2.55 9.33  -0.402
C -5.15 -1.02 4.45  -0.688
C 4.23 -4.19 4.85  -0.530
F 3.40 0.09 -8.52  -0.308
C 4.77 1.60 -7.03  0.346
H -1.28 4.74 0.81  -0.145
C 2.00 1.68 -7.16  0.922
H -0.24 4.73 6.96  0.309
F 5.87 3.30 -5.36  -0.223
C -0.86 -4.91 -4.56  -0.688
C 4.17 -2.88 5.60  -0.467
C -5.42 -2.49 4.67  -0.469
C -3.41 3.61 -2.52  -0.987

Results
* HOMO energy: -10.242 eV
* charge: +1
* LUMO energy: -3.02 eV
* Kohn-Sham gap: 7.22 eV

4.
C2H5NO2 in the gas phase, computed with ωB97M-V/def2-TZVPD.

Each line ends with the Mulliken charge.
CARTESIAN COORDINATES (ANGSTROEM)
C -0.37 0.73 -0.15  0.459
H 1.59 -1.26 0.05  0.322
O 0.66 -1.52 0.02  -0.551
O -0.77 1.67 -0.81  -0.612
N -0.19 0.78 1.20  -0.373
H -0.15 -0.07 1.74  0.246
H 0.54 -0.35 -1.72  0.270
C -0.02 -0.60 -0.81  -0.230
H -0.50 1.63 1.66  0.236
H -0.95 -1.09 -1.13  0.232

Results
* HOMO energy: -9.764 eV
* charge: 0
* LUMO energy: 0.70 eV
* Kohn-Sham gap: 10.46 eV
* structure (SMILES): NC(=O)CO

5.
C3H3NOS in the gas phase, computed with ωB97M-V/def2-TZVPD.

Each line ends with the Mulliken charge.
CARTESIAN COORDINATES (ANGSTROEM)
N -0.13 1.48 -0.12  -0.510
C -1.28 -0.45 0.00  0.421
S -2.78 0.00 -0.09  -0.293
H 0.06 2.39 0.07  0.157
C 1.10 -0.36 0.02  0.087
O 1.14 0.94 -0.01  -0.161
H 2.16 -0.71 -0.09  0.339
H -0.17 -2.21 0.22  0.254
C -0.09 -1.08 0.00  -0.295

Results
* HOMO energy (spin up / spin down): -7.831 / -7.846 eV
* charge: 0
* LUMO energy (spin up / spin down): -0.27 / -0.27 eV
* Kohn-Sham gap (spin up / spin down): 7.56 / 7.57 eV

6.
C25H19Cl3F2N2O4ReS2Se4 as an isolated structure, computed with ωB97M-V/def2-TZVPD.

Each line ends with the Mulliken spin population.
CARTESIAN COORDINATES (ANGSTROEM)
N -0.96 2.90 1.75  -0.013
S -1.47 5.40 2.26  -0.002
C -3.11 2.16 0.81  0.010
C -4.90 3.78 0.87  0.001
C 0.62 -2.56 -3.37  0.000
O 2.75 3.49 -0.11  0.008
O -0.66 0.08 -2.09  0.003
C -0.40 3.97 2.26  -0.004
C 0.04 -0.09 -1.10  -0.002
Re 0.20 0.78 2.04  1.082
C -2.74 4.41 1.61  0.002
H 0.44 -3.11 -4.29  0.000
Se -0.41 0.04 5.73  -0.006
Cl 4.46 4.14 2.15  0.001
O 1.69 1.84 0.91  -0.018
H -3.54 -4.07 -1.95  0.000
H 1.87 -0.83 3.64  0.003
C -2.26 3.10 1.37  -0.014
H -4.40 5.75 1.60  0.000
C 2.61 2.66 0.76  0.005
C 0.03 -2.98 -0.94  0.001
C -0.35 -2.97 -2.30  0.000
H -5.94 4.02 0.71  0.000
C 4.27 -0.74 -1.52  -0.002
H 4.32 1.28 -2.23  0.000
C 3.47 -1.77 -1.06  0.001
C -0.88 -3.42 0.02  0.001
F 2.57 -0.80 1.78  0.012
H -2.74 1.18 0.55  0.009
H -1.96 -2.30 -4.48  0.000
Cl 5.08 1.63 0.91  0.000
C -2.16 -3.81 -0.33  -0.003
C 1.52 -0.37 -1.28  0.013
Se -2.47 -0.35 4.68  -0.015
O -0.39 -0.05 0.10  0.025
C 3.83 2.54 1.78  0.000
H 0.51 -1.50 -3.57  0.000
H 1.90 1.61 -2.00  0.000
H 1.65 -2.75 -3.05  0.000
F 0.94 -2.08 2.41  0.004
C -4.43 2.50 0.58  -0.004
H 3.90 -2.72 -0.77  0.000
Se -1.76 -0.62 2.46  -0.011
H 1.51 -2.98 0.42  0.000
Se 0.47 1.75 4.27  -0.014
C 3.70 0.47 -1.88  0.001
C -2.54 -3.77 -1.66  -0.001
C -1.65 -3.34 -2.64  0.000
C -2.10 -3.30 -4.07  0.000
H -3.15 -3.56 -4.14  0.000
H -1.53 -4.01 -4.67  0.000
N 1.33 -2.71 -0.54  0.000
H -2.85 -4.14 0.43  -0.001
Cl 3.48 1.69 3.27  -0.002
H -5.11 1.76 0.18  0.000
H 5.34 -0.88 -1.58  0.000
C 2.09 -1.61 -0.96  -0.007
C 1.48 -0.82 2.59  -0.082
S 1.09 4.11 2.97  0.017
C 2.34 0.65 -1.75  -0.001
C -4.05 4.75 1.38  0.000
H -0.59 -3.44 1.06  0.002

Results
* HOMO energy (spin up / spin down): -2.045 / -2.129 eV
* expectation value of S²: 0.78
* charge: -2
* LUMO energy (spin up / spin down): 3.28 / 4.00 eV
* Kohn-Sham gap (spin up / spin down): 5.33 / 6.13 eV
* 2S+1: 2

7.
An isolated ion of composition C3H9N3O2 and charge -2, computed with ωB97M-V/def2-TZVPD.

Each line ends with the Mulliken charge.
CARTESIAN COORDINATES (ANGSTROEM)
H 1.80 0.56 -1.31  0.493
O 1.18 -2.61 1.61  -0.889
H 1.38 2.20 -0.41  0.376
C 0.02 0.48 -0.27  0.932
H 0.59 1.61 -1.92  0.252
C -1.08 1.44 0.32  -1.957
H -1.53 2.03 -0.49  0.439
N -0.23 -2.48 -0.07  -0.043
C 1.13 1.29 -0.97  -1.593
N 0.86 -1.88 0.47  -0.073
N 0.58 -0.29 0.92  -0.790
H -0.13 -0.28 1.72  0.344
O -0.89 -1.90 -1.23  -0.901
H -0.85 -2.69 0.67  0.167
H -0.44 -0.26 -0.89  0.298
H -0.65 2.02 1.08  0.518
H -1.72 0.76 0.77  0.427

Results
* HOMO energy: 2.644 eV
* charge: -2
* LUMO energy: 6.61 eV
* Kohn-Sham gap: 3.96 eV
* structure (SMILES): CC(C)NN([O-])N[O-]

Question: Look up the charge of the fifth one.
Answer: 0